7
Properties=species:S:1:pos:R:3:forces:R:3:mulliken_charge:R:1 method="wB97M-V/def2-TZVPD" total_energy_ev=-29751.4812 spin_multiplicity=1 orbital_gap_ev="6.9119 / 6.9125" de_lowest_ev=2.8349
Si 1.1323 0.1349 -0.6953 -2.76 -1.01 2.78 0.405
P -1.8973 -0.5731 0.2381 1.43 -0.12 -3.14 -0.178
Cl 2.3663 -0.2476 0.8714 0.41 -0.29 -0.04 -0.185
H 1.2081 -0.8564 -1.7157 0.33 0.05 -1.03 -0.020
H 0.7327 1.4786 -0.3836 0.07 0.81 -1.05 -0.028
H -1.5642 -0.7628 1.5207 0.58 0.28 1.93 0.010
H -1.9778 0.8264 0.1644 -0.06 0.28 0.55 -0.003